Below is C15H45AgO17 as an isolated structure at a distorted geometry, with properties calculated with the ωB97M-V functional and the def2-TZVPD basis.

Each line ends with the Löwdin charge.
Cartesian coordinates (Å):
Ag -3.0472 -1.5357 -0.0988  0.809
O 0.7459 -0.0419 1.0213  0.084
C -0.1260 0.0195 -0.0304  -0.718
O -0.1400 1.0525 -0.7347  -0.022
O -0.7402 -1.0542 -0.3588  -0.089
H 0.6289 -0.9324 1.4274  0.105
C 3.0771 -0.5950 3.4446  -0.129
O 3.3158 -0.8048 2.0722  -0.129
H 2.5502 0.3447 3.6020  0.084
H 2.5212 -1.4313 3.8949  0.080
H 4.0350 -0.6141 3.9662  0.085
H 2.5913 -0.4042 1.5858  0.048
C 0.6137 4.3954 0.5795  -0.161
O 1.4928 3.2841 0.7388  -0.117
H -0.4158 4.0313 0.6715  0.065
H 0.8159 5.1675 1.3207  0.076
H 0.7040 4.8344 -0.4210  0.070
H 0.9735 2.5284 0.4381  0.020
C 5.1811 -3.6470 0.9704  -0.275
C 3.7934 -4.0067 0.5783  -0.242
O 2.9499 -3.8677 1.7320  -0.084
O 5.4445 -2.2664 0.9838  -0.065
H 5.9849 -4.1897 0.4757  0.115
H 5.2497 -4.0258 2.0144  0.121
H 3.7392 -5.0363 0.2006  0.113
H 3.3971 -3.3423 -0.1974  0.122
H 2.1352 -3.4473 1.4388  0.031
H 4.6572 -1.7713 1.2629  0.041
C -1.4074 2.8772 -4.8093  -0.224
C -1.1753 3.8167 -3.6297  -0.257
O -0.2149 3.3753 -2.7122  -0.056
O -1.9463 1.6267 -4.3747  -0.088
H -0.4806 2.7397 -5.3768  0.124
H -2.1227 3.3787 -5.4653  0.116
H -2.1512 3.8538 -3.1108  0.117
H -0.9680 4.8407 -3.9386  0.121
H -0.4954 2.5538 -2.2909  0.045
H -1.1870 1.1428 -4.0200  0.050
C 1.7934 -0.4821 -3.1922  -0.204
C 2.8040 0.5794 -2.7451  -0.242
O 2.7034 0.8583 -1.3634  -0.053
O 0.4589 0.0450 -3.3009  -0.097
H 1.8252 -1.2644 -2.4205  0.121
H 2.0560 -0.9063 -4.1599  0.115
H 2.6648 1.5029 -3.3227  0.122
H 3.7898 0.1866 -3.0280  0.120
H 1.7836 1.1623 -1.2568  0.043
H 0.0717 0.0686 -2.4089  0.037
C -1.2449 2.6568 2.9847  -0.240
C -1.5362 2.4708 4.4519  -0.264
O -1.3124 1.1254 4.8046  -0.059
O -2.3547 2.3048 2.1485  -0.058
H -0.4103 1.9786 2.7729  0.118
H -0.9350 3.6871 2.8444  0.107
H -2.5716 2.7825 4.6385  0.122
H -0.8712 3.1592 4.9942  0.121
H -1.4456 1.0097 5.7478  0.083
H -2.1811 1.3941 1.8977  0.057
C -1.8008 -4.5916 1.4691  -0.168
C -0.9065 -3.7930 2.3798  -0.215
O 0.2007 -3.1540 1.7562  -0.091
O -2.7641 -3.7897 0.6824  -0.140
H -2.4152 -5.2724 2.0590  0.124
H -1.1933 -5.1580 0.7608  0.130
H -0.4394 -4.5084 3.0601  0.135
H -1.4902 -3.0808 2.9764  0.131
H -0.0775 -2.5361 1.0316  0.069
H -3.5567 -4.3241 0.5970  0.081
C -4.2157 0.1587 -2.6351  -0.227
C -4.5238 0.7231 -1.2672  -0.213
O -3.3517 0.7575 -0.4387  -0.121
O -3.6894 -1.1729 -2.5230  -0.101
H -3.4788 0.7814 -3.1600  0.097
H -5.1235 0.2063 -3.2525  0.130
H -5.2424 0.0615 -0.7781  0.118
H -4.9473 1.7202 -1.4048  0.131
H -2.6154 1.2474 -0.8388  0.092
H -3.4362 -1.4431 -3.4114  0.102

Properties
DFT total energy (Eh): -2024.46470
Strongest force on any atom (eV Å⁻¹): 2.14
Gap between HOMO and LUMO (hartree): 0.296
HOMO energy (eV): -8.865
Molar mass (g/mol): 605.376

Below is a 9-piece molecular cluster, C15H46F6O8P overall at a distorted geometry, with properties calculated with the ωB97M-V functional and the def2-TZVPD basis.

Each line ends with the Löwdin charge.
Cartesian coordinates (Å):
P 0.1482 -0.2111 0.0224  0.236
F -1.2920 0.1087 -0.7484  -0.183
F 0.4297 1.3548 0.0301  -0.119
F -0.7587 -0.2077 1.3685  -0.147
F 1.4177 -0.6385 0.9172  -0.138
F -0.2055 -1.8095 -0.1897  -0.178
F 1.0046 -0.3853 -1.3475  -0.159
O -3.6529 -0.2167 3.2383  -0.063
H -2.8753 -0.3985 2.6933  0.012
H -3.5263 -0.7573 4.0241  0.017
O -0.4531 -0.5659 -4.1463  -0.063
H -1.3244 -0.6815 -3.7481  0.020
H 0.1617 -0.6677 -3.4076  -0.003
O 2.5501 -3.7506 1.0734  -0.067
H 1.9671 -2.9788 1.1050  0.003
H 3.2975 -3.4634 0.5379  0.030
C -1.0901 -2.7704 5.5512  -0.070
C -0.0139 -1.7850 5.1467  -0.462
C 0.7058 -2.3420 3.9006  -0.070
O -0.6918 -0.5903 4.7067  -0.069
H -1.7293 -2.3031 6.3083  0.076
H -0.5858 -3.6179 6.0220  0.077
H -1.7893 -3.1122 4.7907  0.082
H 0.7378 -1.5351 5.8985  0.130
H 1.0864 -3.3408 4.1501  0.080
H 1.6381 -1.8609 3.5984  0.077
H -0.0407 -2.3961 3.1116  0.082
H -0.1834 -0.1771 4.0013  0.071
C 3.4917 -2.1156 -4.0529  -0.054
C 3.9327 -0.8349 -3.3532  -0.491
C 3.1587 0.3484 -3.9331  -0.060
O 3.7928 -0.8919 -1.9475  -0.056
H 3.9622 -2.0587 -5.0431  0.075
H 2.4239 -2.0271 -4.2644  0.073
H 3.7780 -3.0716 -3.6256  0.075
H 4.9942 -0.6418 -3.5203  0.129
H 3.5645 1.3083 -3.6052  0.079
H 2.0915 0.3721 -3.7095  0.058
H 3.2236 0.3828 -5.0252  0.081
H 2.9004 -0.7201 -1.6219  0.051
C -3.3490 3.3541 -3.3175  -0.061
C -2.1463 2.8319 -2.5846  -0.484
C -0.9326 3.7330 -2.8046  -0.060
O -2.4730 2.8793 -1.1803  -0.064
H -3.6671 4.2286 -2.7439  0.084
H -4.1892 2.6706 -3.4263  0.077
H -3.0801 3.7014 -4.3184  0.074
H -1.8735 1.7880 -2.7677  0.121
H -1.1726 4.7875 -2.6612  0.078
H -0.5761 3.6529 -3.8388  0.075
H -0.1023 3.4281 -2.1676  0.070
H -1.8080 2.3411 -0.7366  0.053
C 3.0971 3.2180 1.8033  -0.049
C 1.9647 3.2999 2.8606  -0.466
C 1.9031 4.7112 3.4185  -0.071
O 0.6903 3.0838 2.2383  -0.068
H 2.9224 2.6512 0.8910  0.072
H 3.9413 2.7477 2.3228  0.073
H 3.4782 4.2103 1.5571  0.066
H 2.0852 2.4778 3.5739  0.127
H 0.9739 4.8505 3.9749  0.077
H 1.8215 5.4275 2.6028  0.079
H 2.7784 4.8642 4.0536  0.078
H 0.8181 2.5244 1.4626  0.033
C -2.5050 -3.2228 -2.1326  -0.048
C -3.6393 -2.5793 -1.3440  -0.449
C -3.5037 -2.8391 0.1475  -0.077
O -3.5925 -1.1340 -1.4245  -0.080
H -2.0435 -4.0812 -1.6490  0.080
H -1.7145 -2.4800 -2.2592  0.052
H -2.7925 -3.4649 -3.1585  0.074
H -4.6325 -2.9028 -1.6540  0.127
H -2.5339 -2.5017 0.5182  0.062
H -3.4327 -3.8955 0.4626  0.074
H -4.3076 -2.4481 0.7690  0.075
H -2.6535 -0.8635 -1.3944  0.037

Properties
DFT total energy (Eh): -2141.87949
Strongest force on any atom (eV Å⁻¹): 3.68
Gap between HOMO and LUMO (hartree): 0.367
Total charge: -1
HOMO energy (eV): -7.229
Molar mass (g/mol): 499.487

Below is C15H48MnO13S as an isolated structure at a distorted geometry, with properties calculated with the ωB97M-V functional and the def2-TZVPD basis.

Each line ends with the Mulliken spin population.
Cartesian coordinates (Å):
Mn 7.6750 12.5853 -14.7834  4.850
S 10.3141 12.1402 -14.9037  -0.099
O 9.1609 11.1854 -14.8718  0.066
O 11.2378 11.9756 -13.7886  0.008
O 11.0031 12.1203 -16.1789  0.003
O 9.5237 13.3901 -14.6769  0.072
C 12.9714 15.0959 -13.0276  0.000
O 12.4500 13.9892 -12.3199  0.000
H 13.7798 15.5221 -12.4330  0.000
H 13.4183 14.7122 -13.9514  0.000
H 12.2200 15.8628 -13.2313  0.000
H 11.9199 13.4052 -12.8825  0.000
C 7.1341 13.7388 -17.8446  0.010
O 7.8035 12.8427 -16.9627  0.015
H 6.0469 13.6492 -17.8381  0.002
H 7.3868 14.7663 -17.5701  -0.002
H 7.4808 13.6013 -18.8678  0.003
H 8.4828 12.3645 -17.4883  0.003
C 10.5826 12.0857 -19.6852  0.000
O 9.7445 12.1706 -18.5260  0.000
H 11.3319 12.8755 -19.7300  0.000
H 11.1149 11.1324 -19.6258  0.000
H 9.9304 12.0609 -20.5557  0.000
H 10.3193 12.0499 -17.7377  0.000
C 11.5696 8.4880 -15.4006  -0.002
O 10.2199 8.6041 -15.0307  0.001
H 12.0494 9.4312 -15.6654  0.000
H 12.2185 8.0274 -14.6455  0.000
H 11.7155 7.7895 -16.2319  0.000
H 10.0018 9.5289 -14.8423  0.014
C 14.3860 12.2574 -16.6871  0.000
O 13.2796 12.3782 -17.5582  0.000
H 14.4496 11.3275 -16.1140  0.000
H 15.2870 12.3954 -17.2806  0.000
H 14.3213 13.0418 -15.9212  0.000
H 12.4481 12.3856 -17.0439  0.000
C 13.6737 10.3935 -12.1467  0.000
O 13.5735 10.5028 -13.5574  0.000
H 12.7088 10.1902 -11.6658  0.000
H 14.3076 9.5445 -11.8849  0.000
H 14.0818 11.3153 -11.7214  0.000
H 12.7550 11.0190 -13.6828  0.000
C 10.3622 17.0991 -17.7887  0.000
C 10.7033 15.8302 -17.0261  -0.001
C 12.2154 15.6823 -16.8140  0.000
O 10.1137 15.8323 -15.7308  0.000
H 9.3193 17.1312 -18.1054  0.000
H 10.9456 17.2644 -18.6990  0.000
H 10.6591 17.9714 -17.1995  0.000
H 10.2982 14.9676 -17.5708  0.001
H 12.7722 15.6314 -17.7495  0.000
H 12.3640 14.7671 -16.2404  0.000
H 12.5760 16.4839 -16.1683  0.000
H 10.0017 14.9127 -15.4229  0.010
C 8.8226 11.3243 -9.2788  0.000
C 9.7901 10.9185 -10.4005  0.002
C 9.3802 9.5505 -10.9530  -0.004
O 9.5191 11.9055 -11.4107  0.007
H 8.9148 10.6614 -8.4139  0.000
H 7.7769 11.2436 -9.5767  0.000
H 9.0109 12.3520 -8.9710  0.000
H 10.8392 11.0181 -10.1227  0.000
H 9.8024 8.7461 -10.3475  0.000
H 9.6538 9.4756 -12.0081  0.000
H 8.2979 9.3971 -10.9455  0.000
H 10.2054 11.8376 -12.0918  0.003
C 5.3499 9.2820 -13.7178  -0.003
C 6.5687 9.7792 -14.4654  0.007
C 7.0530 8.8025 -15.5107  -0.001
O 6.2555 11.0561 -15.0943  0.023
H 4.4561 9.2483 -14.3468  0.000
H 5.1570 9.9300 -12.8605  0.001
H 5.4784 8.2768 -13.3170  0.000
H 7.3751 9.8623 -13.7343  0.006
H 7.4352 7.8717 -15.0982  0.000
H 7.8404 9.1978 -16.1519  0.000
H 6.2178 8.5679 -16.1847  0.001
H 5.5778 10.8657 -15.7544  0.003

Properties
DFT total energy (Eh): -3127.58795
Strongest force on any atom (eV Å⁻¹): 2.29
<S²>: 8.7541
Spin multiplicity: 6
Gap between HOMO and LUMO (spin up / spin down) (hartree): 0.294 / 0.282
HOMO energy (spin up / spin down) (eV): -9.264 / -9.264
Molar mass (g/mol): 523.541